Entry 1:
DFT (wB97M-V/def2-TZVPD) results for a structure of composition C28H40N6O8SiTi.

```
84
Properties=species:S:1:pos:R:3:forces:R:3:mulliken_charge:R:1
Ti 0.2525 -0.8228 -0.3876 0.5 -0.3 1.0 -0.76
O -1.7567 -0.5627 0.6210 -0.3 -0.1 -0.2 0.50
C -2.5194 -1.5901 1.2004 -0.1 -0.4 0.4 -0.61
C -1.6018 -2.2827 2.2117 -0.5 0.3 -0.1 -1.17
N -0.4680 -2.8523 1.5342 0.2 -0.6 0.3 0.81
C 0.7653 -2.8335 2.2794 -0.1 0.4 0.1 -0.93
C 1.2781 -1.3609 2.3223 0.6 -0.7 2.2 0.42
O 1.7919 -0.9442 3.3748 -0.3 -0.4 -1.2 -0.85
O 1.0917 -0.6975 1.2602 1.1 0.4 1.8 1.02
C -0.7731 -4.0145 0.7376 0.0 0.5 -0.7 -1.05
C -0.8467 -3.6073 -0.7793 -0.8 -1.6 0.0 0.57
O -1.3251 -4.4309 -1.5640 0.4 0.6 0.5 -0.80
O -0.3807 -2.4570 -1.0466 -0.3 -1.7 -0.9 -0.57
H -2.2790 -0.0956 -0.0779 0.0 0.0 0.1 -0.66
H -2.8554 -2.3083 0.4412 -0.1 0.1 0.0 0.30
H -3.4072 -1.1798 1.7161 0.2 -0.1 -0.2 0.52
H -2.1846 -3.0361 2.7844 0.2 0.2 -0.1 0.41
H -1.2351 -1.5149 2.8969 -0.1 0.0 0.1 0.33
H 1.5054 -3.4361 1.7454 0.0 0.1 0.0 0.42
H 0.6682 -3.2304 3.3110 0.1 0.2 -0.3 0.25
H -1.7336 -4.4716 1.0254 0.2 0.1 -0.1 0.24
H -0.0029 -4.7871 0.8390 0.0 0.1 0.0 0.48
C 4.5754 -1.6469 -2.6783 -0.6 0.0 0.4 -1.32
Si 3.1374 -1.9999 -1.4379 1.3 -0.7 -0.3 -0.04
C 2.3492 -3.6582 -2.0034 0.1 0.7 0.3 -1.10
C 4.0677 -2.3280 0.2261 -0.6 0.1 -0.6 -1.15
N 2.0815 -0.6905 -1.3347 -0.2 -0.7 0.1 0.97
C 2.2229 0.4483 -2.0938 0.8 0.6 -0.5 0.00
C 2.6668 1.6551 -1.5315 -0.1 -0.2 0.0 -0.16
C 2.8700 2.7747 -2.3123 0.1 0.2 0.0 -0.63
C 2.6554 2.7358 -3.6805 0.0 0.2 -0.1 -0.52
C 2.2077 1.5563 -4.2553 0.1 0.0 -0.2 -0.80
C 2.0000 0.4341 -3.4802 -0.1 0.0 0.2 -0.04
H 5.3469 -2.4111 -2.6542 0.1 -0.3 0.1 0.40
H 5.0430 -0.6953 -2.4465 0.1 0.3 0.1 0.34
H 4.2043 -1.5833 -3.6946 -0.1 0.0 -0.3 0.32
H 3.0614 -4.3452 -2.4517 0.3 0.0 0.0 0.51
H 1.5620 -3.4667 -2.7264 -0.2 0.0 -0.1 0.25
H 1.8855 -4.1651 -1.1634 -0.2 -0.2 0.2 0.20
H 4.8373 -3.0933 0.1403 0.1 -0.2 -0.1 0.42
H 3.3693 -2.6453 0.9933 -0.1 -0.1 0.2 0.25
H 4.5392 -1.4167 0.5847 0.0 0.2 0.0 0.26
H 2.8584 1.6901 -0.4670 0.0 0.0 0.1 0.44
H 3.2142 3.6938 -1.8516 0.0 0.0 0.0 0.37
H 2.8281 3.6148 -4.2894 0.0 0.0 0.0 0.34
H 2.0259 1.5139 -5.3228 0.0 0.0 0.0 0.34
H 1.6442 -0.4863 -3.9234 0.0 -0.1 -0.1 0.46
O -1.9194 -1.2767 -2.9559 0.0 0.2 -0.1 -0.80
C -2.9473 -0.6095 -2.3594 -0.1 -0.3 -0.1 1.26
C -4.2012 -1.1729 -2.3737 0.5 -0.1 -0.1 -0.41
C -5.3118 -0.4816 -1.8621 -0.4 0.0 0.1 -0.64
C -5.1485 0.8242 -1.4000 -0.2 0.1 0.0 -0.54
C -3.9090 1.4136 -1.3866 -0.1 0.3 0.0 -1.09
C -2.7433 0.6891 -1.7783 1.1 0.2 0.2 -0.38
C -1.4190 1.2612 -1.5913 -1.7 1.3 -0.3 0.28
O -1.2199 2.4896 -1.4305 0.2 -0.6 -0.1 -0.92
O -0.4221 0.3854 -1.5189 -0.3 1.3 -1.8 0.88
H -1.0785 -0.8685 -2.6546 -0.6 -0.2 -0.3 0.00
H -4.3268 -2.1555 -2.8044 0.1 -0.1 -0.1 0.43
H -6.2852 -0.9521 -1.8761 -0.1 0.0 0.0 0.35
H -6.0155 1.3810 -1.0601 0.0 0.1 0.0 0.37
H -3.7625 2.4300 -1.0469 -0.1 0.0 0.0 0.40
C 0.5941 2.3507 1.3500 0.2 0.0 0.0 -0.67
N 0.7472 3.6146 2.0961 0.3 0.1 -0.1 0.03
C -0.4423 4.4175 1.8477 -0.1 0.3 0.0 -0.77
N -1.6706 3.7489 2.2722 -0.2 0.1 0.1 0.09
C -1.7501 2.4833 1.5252 -0.3 0.0 -0.2 -0.70
N -0.5978 1.6350 1.7771 0.1 0.2 0.0 1.68
C -0.5074 1.3641 3.1980 0.1 -0.1 0.1 -0.72
N -0.3939 2.6015 3.9906 -0.1 -0.1 0.2 0.04
C 0.7972 3.3049 3.5182 0.2 0.1 0.2 -0.74
C -1.5521 3.4334 3.6872 -0.1 0.2 0.2 -0.72
H 1.4687 1.7205 1.5288 0.0 0.1 0.0 -0.15
H 0.5035 2.5665 0.2801 0.0 0.0 0.1 0.21
H -0.5115 4.6179 0.7767 0.0 0.0 0.0 0.39
H -0.3538 5.3663 2.3956 0.0 -0.1 -0.1 0.34
H -1.7849 2.7136 0.4577 -0.1 -0.1 0.2 0.12
H -2.6635 1.9559 1.8205 0.0 0.0 0.0 -0.03
H 0.3676 0.7445 3.4012 -0.1 0.1 0.0 -0.11
H -1.4095 0.8314 3.5206 0.0 0.0 0.0 0.12
H 1.6686 2.6766 3.7205 0.0 0.0 0.0 0.37
H 0.8905 4.2449 4.0818 0.0 -0.1 -0.1 0.36
H -1.4699 4.3719 4.2544 0.0 -0.1 0.0 0.37
H -2.4578 2.9061 4.0099 0.1 0.0 0.0 0.36
```
Positions in Å, forces in eV/Å.

Calculated values
frontier orbital gap (alpha / beta)	0.125 / 0.257	hartree
E_HOMO (alpha / beta)	1.1090 / -2.5055	eV
charge	-2
energy relative to the best compared isomer or geometry (same formula, charge and spin)	26.87	kcal per mole
<S²>	2.02
spin multiplicity	3
calculated total energy	-86004.4851	eV

Entry 2:
DFT (wB97M-V/def2-TZVPD) results for a structure of composition C4H3F3GaNO6S2.

```
20
Properties=species:S:1:pos:R:3:forces:R:3:mulliken_charge:R:1
N 1.7849 0.5343 0.7105 -0.5 1.7 0.1 -0.45
S 0.8168 1.8416 1.0261 -0.9 -3.9 4.8 0.84
O 1.3032 2.6885 2.1176 0.5 0.4 -2.2 -0.49
O -0.2848 2.1705 0.0705 1.9 2.6 -1.8 -0.20
S 1.7785 -0.3765 -0.5730 4.0 -1.0 1.7 1.14
O 0.3960 -0.2605 -1.1573 1.0 0.3 -2.0 -0.14
O 3.2322 -0.3554 -0.8201 -2.1 0.5 -2.0 -0.59
C 1.6850 -2.2596 -0.8087 0.1 -1.6 1.0 0.67
F 1.2749 -2.5745 -2.0281 -0.3 0.8 -0.1 -0.21
F 2.8267 -2.9059 -0.6300 0.2 0.8 0.2 -0.19
F 0.8315 -2.7429 0.0823 -0.7 0.0 0.2 -0.23
Ga -1.0882 0.6877 -0.7210 -2.1 0.3 -0.2 0.27
C -3.0888 1.5822 1.8942 -0.1 0.0 -0.3 -0.69
O -2.1395 0.9574 1.0379 -1.1 -1.2 0.5 -0.14
C -2.7966 0.1471 -0.3518 -1.0 -0.1 -0.2 -0.88
C -3.9347 -0.4119 -0.5897 -0.3 -0.7 0.2 1.03
O -4.9356 -1.0328 -0.8148 1.0 1.0 0.2 -0.53
H -2.6086 1.7496 2.8654 -0.1 0.1 -0.2 0.24
H -3.4210 2.5196 1.4273 0.0 -0.1 0.3 0.28
H -3.9595 0.9312 2.0538 0.2 0.1 -0.1 0.27
```
Positions in Å, forces in eV/Å.

Calculated values
frontier orbital gap (alpha / beta)	0.235 / 0.171	hartree
E_HOMO (alpha / beta)	-8.5757 / -6.7381	eV
spin multiplicity	1
calculated total energy	-100159.6706	eV

Entry 3:
DFT (wB97M-V/def2-TZVPD) results for a structure of composition C35H67Ge2N3O3S2Si3Ti.

```
116
Properties=species:S:1:pos:R:3:forces:R:3:mulliken_charge:R:1
Ti 0.5135 0.1782 -0.6275 -0.2 0.3 -0.8 -0.13
C -0.6712 4.7830 2.2054 -0.1 0.1 0.1 -1.98
C -1.2427 3.4014 1.9322 0.1 -0.1 -0.1 1.33
C -2.4527 3.4701 1.0154 -0.1 0.1 0.0 -1.31
C -1.5765 2.6745 3.2229 -0.1 0.0 0.0 -1.29
O -0.2365 2.5732 1.2787 0.1 0.1 0.1 0.88
Ge 0.9839 3.1034 0.1223 -0.1 0.0 0.0 -0.37
O -0.0733 1.5793 -1.5357 0.2 0.0 0.1 0.71
C -0.7185 2.2025 -2.7408 0.1 -0.3 0.3 1.58
C -0.2485 3.6387 -2.8048 -0.1 0.1 -0.2 -1.93
C -0.2685 1.4172 -3.9591 -0.1 0.1 -0.1 -1.32
C -2.2122 2.1126 -2.5078 -0.1 0.1 -0.1 -0.72
O 1.8325 1.3118 0.3340 0.1 -0.2 -0.1 0.34
C 3.1492 1.3251 1.0573 -0.3 0.0 0.1 1.40
C 4.0448 0.2006 0.5697 0.0 0.0 0.0 -1.29
C 2.8031 1.1466 2.5241 0.1 0.0 0.1 -1.32
C 3.8418 2.6601 0.8219 0.1 0.0 0.0 -1.92
H -1.3896 5.3885 2.7585 0.0 0.0 0.0 0.47
H 0.2364 4.7170 2.8094 0.0 0.0 0.0 0.41
H -0.4505 5.3243 1.2808 0.0 0.0 0.0 0.48
H -3.2672 4.0141 1.4943 0.0 0.0 0.0 0.62
H -2.2094 3.9934 0.0870 0.0 0.0 0.0 0.31
H -2.8005 2.4643 0.7757 0.0 0.0 0.0 -0.03
H -2.3531 3.2030 3.7747 0.0 0.0 0.0 0.51
H -1.9405 1.6727 2.9934 0.0 0.0 0.0 -0.14
H -0.6969 2.5926 3.8616 0.0 0.0 0.0 0.41
H 0.8376 3.7126 -2.8599 0.0 0.0 0.0 0.34
H -0.6521 4.0820 -3.7166 0.0 0.0 0.0 0.52
H -0.6104 4.2385 -1.9681 0.0 0.0 0.0 0.41
H 0.7788 1.6055 -4.1940 0.0 0.0 0.0 0.27
H -0.4164 0.3471 -3.8232 0.0 0.0 0.0 0.17
H -0.8603 1.7367 -4.8184 0.0 0.0 0.0 0.50
H -2.4902 2.5797 -1.5630 0.0 0.0 -0.1 -0.15
H -2.7304 2.6379 -3.3120 0.0 0.0 0.0 0.62
H -2.5431 1.0789 -2.5016 0.0 -0.1 0.0 -0.18
H 3.5199 -0.7496 0.5321 0.0 0.0 0.0 -0.09
H 4.4797 0.4017 -0.4080 0.0 0.0 -0.1 0.29
H 4.8678 0.1004 1.2781 0.0 0.0 0.0 0.55
H 2.4431 0.1375 2.7131 0.0 0.0 0.0 -0.07
H 3.6881 1.3113 3.1392 0.0 0.0 0.0 0.58
H 2.0317 1.8511 2.8375 0.0 0.0 0.0 0.07
H 3.9575 2.8832 -0.2401 0.0 0.0 0.0 0.46
H 3.3407 3.5008 1.3091 0.0 0.0 0.0 0.47
H 4.8395 2.6044 1.2577 0.0 0.0 0.0 0.46
C -2.7634 -1.9211 -2.9761 0.0 0.0 0.0 -2.07
C -1.9898 -1.4334 -1.7776 0.0 0.1 0.0 1.59
S -0.2403 -1.6073 -1.9070 0.0 0.0 0.1 -0.23
C -2.5682 -0.8468 -0.7225 0.2 -0.1 0.0 -0.79
C -4.0261 -0.5447 -0.5987 -0.1 0.0 0.0 -1.80
S -1.5588 -0.3472 0.6625 0.0 0.0 0.1 0.30
H -2.1229 -2.4787 -3.6554 0.0 0.0 0.0 0.51
H -3.1833 -1.0820 -3.5362 0.0 0.0 0.0 0.37
H -3.5892 -2.5674 -2.6805 0.0 0.0 0.0 0.41
H -4.5474 -0.7454 -1.5323 0.0 0.0 0.0 0.60
H -4.1871 0.5032 -0.3391 0.0 0.0 0.0 0.16
H -4.4912 -1.1437 0.1834 0.0 0.0 0.0 -0.18
N 7.8510 3.5641 -7.4718 0.1 0.1 -0.1 -0.43
C 7.1696 2.9781 -6.7596 0.0 0.0 0.0 -0.11
C 6.3178 2.2399 -5.8705 0.0 -0.1 0.0 0.50
C 5.9470 2.7894 -4.6471 0.0 0.0 0.0 -1.05
C 5.1327 2.0728 -3.7887 0.1 0.0 -0.1 0.22
C 4.6841 0.8172 -4.1711 0.0 0.0 0.0 0.58
C 5.0459 0.2571 -5.3876 0.0 0.1 0.0 -0.75
C 5.8722 0.9721 -6.2383 -0.1 0.0 0.1 -0.94
N 3.8243 0.0863 -3.2918 -0.1 -0.1 0.1 0.38
C 3.8028 -1.2779 -3.1020 0.0 -0.1 0.1 -0.93
C 2.8145 -1.5243 -2.2053 0.1 -0.1 0.0 -1.07
N 2.2337 -0.3305 -1.8366 -0.1 0.0 0.1 1.92
C 2.8680 0.6106 -2.5121 0.0 0.2 -0.1 -1.84
H 6.3121 3.7663 -4.3647 0.0 0.0 0.0 0.46
H 4.8866 2.4829 -2.8187 0.0 0.0 0.0 0.55
H 4.6731 -0.7113 -5.6897 0.0 0.0 0.0 0.50
H 6.1605 0.5540 -7.1920 0.0 0.0 0.0 0.48
H 4.4992 -1.9365 -3.5860 0.0 0.0 0.0 0.63
H 2.4990 -2.4670 -1.7952 0.0 0.0 0.0 0.57
H 2.6482 1.6643 -2.4830 0.0 0.0 0.0 0.82
C -1.5140 -4.7098 -0.7101 0.0 0.0 0.1 -0.91
Si -2.5568 -4.2217 0.7639 -0.1 0.0 0.0 1.02
C -4.3483 -3.9999 0.2620 0.1 0.0 0.1 -0.97
C -2.3953 -5.5495 2.0839 0.0 0.0 -0.1 -1.25
Ge -1.8286 -2.3115 2.0415 -0.1 0.1 0.0 0.06
Si -3.4959 -1.6221 3.6680 0.0 0.0 0.1 0.96
C -4.2331 -3.1997 4.3527 0.0 0.0 0.0 -1.21
C -4.8155 -0.5749 2.8540 0.1 0.0 0.0 -0.92
C -2.6954 -0.6522 5.0580 0.0 0.0 -0.1 -1.13
Si 0.3905 -2.4814 2.8818 0.0 -0.1 0.0 0.06
C 1.4904 -2.2003 1.3706 -0.1 0.3 -0.2 -0.35
C 0.7337 -4.1832 3.5657 -0.1 0.0 0.0 -1.14
C 0.7135 -1.1753 4.1793 0.1 0.0 -0.1 -0.78
H -1.7264 -5.7604 -0.9232 0.0 0.0 0.0 0.48
H -0.4448 -4.6258 -0.5121 0.0 0.0 0.0 0.22
H -1.7421 -4.1398 -1.6077 0.0 0.0 0.0 0.14
H -4.7781 -4.9552 -0.0437 0.0 -0.1 0.0 0.52
H -4.4539 -3.3116 -0.5758 0.0 0.0 0.0 0.14
H -4.9553 -3.6205 1.0860 0.0 0.0 0.0 0.25
H -3.1007 -6.3533 1.8648 0.0 -0.1 0.0 0.44
H -2.6045 -5.2145 3.0978 0.0 0.1 0.1 0.26
H -1.3948 -5.9819 2.0768 0.0 0.0 0.0 0.33
H -4.6867 -3.8245 3.5841 0.0 0.0 -0.1 0.26
H -5.0140 -2.9544 5.0749 0.0 0.1 0.0 0.40
H -3.4873 -3.7946 4.8812 0.0 0.0 0.0 0.33
H -5.4371 -1.1412 2.1611 0.0 0.0 0.0 0.33
H -4.3965 0.2814 2.3243 0.0 0.0 0.0 0.06
H -5.4707 -0.1858 3.6364 0.0 0.0 0.0 0.50
H -2.2459 -1.3208 5.7923 0.0 0.0 0.0 0.37
H -3.4597 -0.0684 5.5741 0.0 0.0 0.0 0.46
H -1.9268 0.0400 4.7188 0.0 0.1 0.0 0.16
H 1.3219 -2.9412 0.5889 0.0 -0.1 0.0 0.30
H 2.5491 -2.1795 1.6295 0.0 -0.1 0.0 0.68
H 1.2434 -1.2091 0.9343 0.2 -0.3 0.4 -0.36
H 0.7154 -4.9522 2.7944 0.0 0.0 -0.1 0.30
H 0.0056 -4.4625 4.3279 0.0 0.0 0.0 0.35
H 1.7193 -4.2015 4.0343 0.0 0.0 0.0 0.41
H 0.4914 -0.1644 3.8319 0.0 0.0 0.0 -0.04
H 1.7651 -1.2133 4.4774 0.0 0.0 0.0 0.53
H 0.1183 -1.3554 5.0729 0.0 -0.1 0.0 0.41
```
Positions in Å, forces in eV/Å.

Calculated values
frontier orbital gap	0.259	hartree
E_HOMO	-13.2137	eV
charge	+2
energy relative to the best compared isomer or geometry (same formula, charge and spin)	0.00	kcal per mole
spin multiplicity	1
calculated total energy	-229440.1563	eV